A molecular structure, C5H6O2. Source: OMol25; level of theory: ωB97M-V/def2-TZVPD.

Properties
ΔE to the lowest compared entry with this formula, charge and spin in kcal per mole: 120.4
Orbital gap in eV: 10.222
LUMO energy in eV: 0.80
M in g/mol: 98.10

Geometry as ORCA input:
```
! RIJCOSX wB97M-V def2-TZVPD def2/J DEFGRID3
* xyz 0 1
C -1.523 -0.690 0.016
C -0.274 0.070 0.298
C 0.090 1.477 0.083
C 0.916 0.460 -0.691
C 1.459 -0.448 0.251
O 2.305 -1.248 -0.242
O 0.636 -0.555 1.302
H -2.183 -0.667 0.890
H -1.301 -1.733 -0.232
H -2.040 -0.225 -0.828
H 0.546 2.026 0.907
H -0.605 2.051 -0.525
H 1.975 -0.517 -1.229
*
```

Atom charges from the natural (NBO) analysis, given in e for atoms 1 to 4: atom 1 (C): -0.633, atom 2 (C): 0.284, atom 3 (C): -0.425, atom 4 (C): -0.467